Formula: C20H46AlO9
Source: the Open Molecules 2025 dataset
Level of theory: ωB97M-V/def2-TZVPD

Calculated values
orbital gap = 7.1 eV
molecular weight = 457.6 g mol⁻¹
energy = -1709.1825 Eh
HOMO level = -4.633 eV

Geometry as ORCA input:
```
! RIJCOSX wB97M-V def2-TZVPD def2/J DEFGRID3
* xyz -1 1
C -0.1723 0.8147 3.0999
C 0.9253 1.8189 2.7587
C 0.5699 2.5988 1.4858
O -0.2872 3.6664 1.7517
Al -2.0492 3.4634 1.3138
C -3.1782 3.3103 3.0164
C -4.6009 3.8752 2.9247
C -5.5901 3.0403 2.1175
O -5.4322 1.6375 2.3444
C -4.6561 0.9890 1.4471
C -3.8262 -0.1142 2.0485
O -4.6307 1.2527 0.2629
H -0.3289 0.1208 2.2735
H 0.0258 0.2630 4.0187
H -1.1114 1.3500 3.2415
H 0.9728 2.5612 3.5566
H 1.8951 1.3296 2.6499
H 1.5117 2.9925 1.0677
H 0.1690 1.9125 0.7292
H -2.5637 4.7667 0.4927
H -2.1272 2.1463 0.3774
H -3.2366 2.2581 3.3047
H -2.6286 3.8405 3.7958
H -5.0162 3.9943 3.9340
H -4.5869 4.8736 2.4828
H -6.6018 3.2833 2.4409
H -5.5255 3.2816 1.0589
H -2.7913 0.0491 1.7636
H -3.9026 -0.1119 3.1328
H -4.1856 -1.0738 1.6851
C 3.1533 -3.4271 -0.3625
O 4.0491 -2.4043 0.0095
C 5.3771 -2.5855 -0.4411
C 5.9820 -1.2993 -0.9622
O 5.4497 -0.8415 -2.1914
C 4.1492 -0.2703 -2.2029
C 4.0296 1.0926 -1.5600
O 4.1168 1.0204 -0.1498
C 4.7872 2.1084 0.4469
H 3.2816 -4.3165 0.2651
H 2.1428 -3.0446 -0.2253
H 3.2783 -3.7057 -1.4148
H 5.4242 -3.3484 -1.2264
H 5.9877 -2.9283 0.4058
H 7.0325 -1.5124 -1.1802
H 5.9634 -0.5192 -0.1989
H 3.4094 -0.9587 -1.7912
H 3.9169 -0.1408 -3.2627
H 3.0492 1.5071 -1.8275
H 4.8067 1.7528 -1.9618
H 5.7180 2.3495 -0.0806
H 5.0314 1.8245 1.4695
H 4.1396 2.9913 0.4686
C -3.2880 0.3124 -2.6153
O -2.0234 -0.3245 -2.6858
C -1.2343 -0.0911 -1.5273
C -0.5222 -1.3392 -1.0570
O -1.3615 -2.3375 -0.4931
C -2.1848 -3.1031 -1.3492
C -1.4594 -4.1283 -2.1945
O -0.7318 -3.5349 -3.2564
C 0.5189 -4.1281 -3.5027
H -3.1904 1.3866 -2.7992
H -3.9329 -0.1212 -3.3815
H -3.7549 0.1652 -1.6398
H -1.8460 0.3098 -0.7131
H -0.4717 0.6603 -1.7707
H 0.1302 -1.0338 -0.2343
H 0.1186 -1.7534 -1.8396
H -2.8273 -2.4698 -1.9640
H -2.8339 -3.6653 -0.6718
H -2.2065 -4.8082 -2.6261
H -0.7914 -4.7107 -1.5499
H 1.0758 -4.2917 -2.5730
H 1.0888 -3.4431 -4.1294
H 0.4120 -5.0849 -4.0293
*
```

These are the Löwdin partial charges, in e, on atoms 1 to 8: atom 1 (C): -0.109, atom 2 (C): -0.233, atom 3 (C): -0.379, atom 4 (O): -0.290, atom 5 (Al): 0.257, atom 6 (C): -0.263, atom 7 (C): -0.275, atom 8 (C): -0.192